Record 1
The following is a DFT calculation (wB97M-V/def2-TZVPD) of a 6-piece molecular cluster, C6H24N12O6 overall in a non-equilibrium geometry.

Summary:
LUMO (alpha / beta) (Eh): -0.0820 / -0.2848
Charge: +1
Frontier orbital gap (alpha / beta) (hartree): 0.349 / 0.146
2S+1: 2
ΔE to the lowest compared entry with this formula, charge and spin (kcal/mol): 0.0
HOMO (alpha / beta) (Ha): -0.4312 / -0.4311
Max |F| (eV/Å): 5.82

Each line ends with the Löwdin spin population.
Cartesian coordinates (Å):
C (-2.7126, -1.5472, 3.6438)  0.058
O (-2.1515, -1.1877, 4.7094)  0.677
N (-2.3986, -1.0892, 2.4670)  0.258
N (-3.6336, -2.3891, 3.6006)  -0.013
H (-1.7640, -0.3038, 2.4877)  0.004
H (-2.4913, -1.6444, 1.6284)  0.007
H (-3.9560, -2.9045, 4.4072)  0.000
H (-4.0111, -2.5252, 2.6738)  0.002
C (2.2632, -3.0593, 3.3002)  0.000
O (3.1639, -2.5775, 2.5717)  0.000
N (1.1632, -2.4429, 3.7390)  0.000
N (2.4273, -4.2022, 3.9212)  0.000
H (0.5642, -2.6859, 4.5150)  0.000
H (0.9539, -1.6105, 3.2065)  0.000
H (3.0361, -4.8474, 3.4383)  0.000
H (1.6462, -4.5434, 4.4629)  0.000
C (0.0878, 1.3307, 1.2665)  0.000
O (-0.3834, 0.5537, 2.0838)  0.001
N (-0.1062, 2.5892, 1.0606)  0.000
N (0.9975, 0.9105, 0.3687)  0.000
H (0.3411, 3.2064, 0.3980)  0.000
H (-0.5987, 2.8356, 1.9073)  0.000
H (1.2664, -0.0366, 0.5943)  0.000
H (1.3225, 1.6504, -0.2371)  0.000
C (0.0590, -0.0713, -4.6220)  0.000
O (-0.4743, -1.1251, -4.4956)  0.000
N (0.2123, 0.5861, -5.7614)  0.000
N (0.6542, 0.5819, -3.5711)  0.000
H (-0.3658, 0.2105, -6.4995)  0.000
H (1.0305, 1.1526, -5.9339)  0.000
H (1.1230, 1.4643, -3.7188)  0.000
H (0.5390, 0.1176, -2.6816)  0.000
C (2.9882, 3.5718, -1.1070)  0.000
O (2.7638, 3.3107, 0.0670)  0.000
N (2.3346, 4.4478, -1.8026)  0.000
N (3.8185, 2.9081, -1.8552)  0.000
H (1.6102, 4.8982, -1.2618)  0.000
H (2.5692, 4.8634, -2.6927)  0.000
H (3.7811, 3.1285, -2.8401)  0.000
H (4.4831, 2.2577, -1.4610)  0.000
C (-2.7572, -1.0664, -1.1136)  0.000
O (-2.7586, -1.9389, -0.2563)  0.005
N (-2.2269, 0.0815, -1.0213)  0.000
N (-3.3192, -1.1909, -2.2717)  0.001
H (-1.6656, 0.1858, -0.1881)  0.000
H (-2.1532, 0.6154, -1.8755)  0.000
H (-3.4954, -0.3859, -2.8557)  0.000
H (-3.7769, -2.0828, -2.3952)  0.000

Record 2
The following is a DFT calculation (wB97M-V/def2-TZVPD) of a 6-piece molecular cluster, C6H24NO6 overall in a non-equilibrium geometry.

Summary:
LUMO (alpha / beta) (Eh): 0.0156 / -0.1073
Frontier orbital gap (alpha / beta) (hartree): 0.386 / 0.256
2S+1: 2
ΔE to the lowest compared entry with this formula, charge and spin (kcal/mol): 0.0
HOMO (alpha / beta) (Ha): -0.3700 / -0.3635
Max |F| (eV/Å): 3.52

Each line ends with the Löwdin spin population.
Cartesian coordinates (Å):
C (2.0782, 1.6568, 1.7856)  0.006
C (1.0809, 0.9777, 0.8249)  0.003
C (-0.3693, 1.4972, 1.3375)  0.000
C (-0.3824, 3.0398, 0.9541)  0.000
C (-1.6096, 0.8213, 0.8142)  0.003
N (1.5198, 1.2965, -0.5364)  0.098
C (1.4412, 0.3001, -1.6099)  0.066
O (0.2448, -0.3302, -1.8268)  0.740
H (1.6587, 1.8366, 2.7733)  0.001
H (2.3788, 2.6453, 1.4573)  0.001
H (2.9667, 1.0729, 1.9744)  0.000
H (1.1207, -0.1192, 0.9725)  0.000
H (-0.1064, 1.5158, 2.3953)  0.000
H (0.5942, 3.3392, 0.5633)  0.000
H (-1.1416, 3.2067, 0.2062)  0.000
H (-0.4530, 3.6121, 1.8519)  0.000
H (-2.3031, 0.5685, 1.6041)  0.000
H (-1.2455, -0.0411, 0.2433)  0.002
H (-2.1497, 1.4064, 0.0992)  0.000
H (1.0167, 2.1555, -0.7393)  0.003
H (1.8800, 0.8552, -2.4522)  0.036
H (2.1176, -0.5353, -1.3156)  0.011
H (-2.4711, 0.3258, -2.5099)  0.000
H (-1.6625, -0.9662, -2.2422)  -0.001
O (-2.5350, -0.6239, -2.4654)  0.000
H (1.2037, -2.0009, -0.1079)  0.000
H (0.9878, -3.5995, -0.1130)  0.000
O (1.2725, -2.8214, -0.5935)  0.002
H (-0.0984, -2.5686, -2.1619)  0.000
H (0.9404, -1.8869, -2.7515)  -0.001
O (0.2194, -2.4436, -3.0611)  0.030
H (-1.5945, -1.3951, -0.0666)  0.000
H (-2.6975, -2.3826, -0.6808)  0.000
O (-2.1504, -2.1723, 0.0667)  0.000
H (-0.0909, -3.2260, 1.4562)  0.000
H (-1.1062, -2.2103, 1.6674)  0.000
O (-0.5551, -2.8065, 2.1867)  0.000

Record 3
The following is a DFT calculation (wB97M-V/def2-TZVPD) of a 6-piece molecular cluster, C6H24O6 overall in a non-equilibrium geometry.

Summary:
LUMO (Eh): 0.0020
Frontier orbital gap (hartree): 0.360
2S+1: 1
SMILES: CCO.CCO.CCO.O.O.O
ΔE to the lowest compared entry with this formula, charge and spin (kcal/mol): 31.2
HOMO (Ha): -0.3580
Max |F| (eV/Å): 1.30

Each line ends with the Mulliken charge.
Cartesian coordinates (Å):
C (-0.1590, -1.7912, 1.1380)  -0.589
C (-1.1509, -1.5277, 2.2574)  -0.155
O (-1.4429, -2.7394, 2.9445)  -0.532
H (-0.6006, -2.2545, 0.2530)  0.095
H (0.6708, -2.4490, 1.4007)  0.396
H (0.2532, -0.8447, 0.7853)  0.046
H (-2.0551, -1.1621, 1.7506)  0.167
H (-0.7628, -0.7952, 2.9724)  0.303
H (-2.0482, -2.5315, 3.6623)  0.291
C (-2.1251, -1.8524, -2.4517)  -1.022
C (-3.1315, -1.2101, -1.5034)  -0.343
O (-2.6700, 0.0743, -1.0575)  -0.508
H (-2.5145, -2.8516, -2.6755)  0.373
H (-1.1503, -1.9723, -1.9821)  0.232
H (-2.0250, -1.2984, -3.3848)  0.353
H (-3.2526, -1.8012, -0.5943)  0.284
H (-4.0951, -1.2010, -2.0248)  0.328
H (-2.7533, 0.6446, -1.8341)  0.250
C (4.8075, 1.1497, 0.9811)  -1.313
C (3.3330, 1.1258, 0.6137)  0.155
O (3.2083, 0.6044, -0.6953)  -0.524
H (5.0263, 1.6504, 1.9263)  0.362
H (5.3589, 1.7420, 0.2413)  0.321
H (5.3312, 0.1942, 0.9755)  0.314
H (2.8920, 2.1260, 0.6512)  0.196
H (2.8287, 0.4772, 1.3415)  0.159
H (2.2943, 0.7286, -0.9781)  0.319
O (0.1539, 1.1165, -0.8192)  -0.681
H (0.2007, 1.5267, 0.0754)  0.435
H (-0.7195, 0.6978, -0.8488)  0.285
O (-0.5152, 2.5497, -3.2900)  -0.621
H (-0.3789, 2.2884, -2.3592)  0.383
H (-1.4641, 2.4874, -3.4368)  0.284
O (-0.3005, 2.2481, 1.6461)  -0.589
H (0.1077, 2.8434, 2.2858)  0.271
H (-1.1512, 2.0072, 2.0335)  0.275

> The lowest 2S+1 belongs to which entry?

C6H24O6

What did the second record say?
The following is a DFT calculation (wB97M-V/def2-TZVPD) of a 6-piece molecular cluster, C6H24NO6 overall in a non-equilibrium geometry.

Summary:
LUMO (alpha / beta) (Eh): 0.0156 / -0.1073
Frontier orbital gap (alpha / beta) (hartree): 0.386 / 0.256
2S+1: 2
ΔE to the lowest compared entry with this formula, charge and spin (kcal/mol): 0.0
HOMO (alpha / beta) (Ha): -0.3700 / -0.3635
Max |F| (eV/Å): 3.52

Each line ends with the Löwdin spin population.
Cartesian coordinates (Å):
C (2.0782, 1.6568, 1.7856)  0.006
C (1.0809, 0.9777, 0.8249)  0.003
C (-0.3693, 1.4972, 1.3375)  0.000
C (-0.3824, 3.0398, 0.9541)  0.000
C (-1.6096, 0.8213, 0.8142)  0.003
N (1.5198, 1.2965, -0.5364)  0.098
C (1.4412, 0.3001, -1.6099)  0.066
O (0.2448, -0.3302, -1.8268)  0.740
H (1.6587, 1.8366, 2.7733)  0.001
H (2.3788, 2.6453, 1.4573)  0.001
H (2.9667, 1.0729, 1.9744)  0.000
H (1.1207, -0.1192, 0.9725)  0.000
H (-0.1064, 1.5158, 2.3953)  0.000
H (0.5942, 3.3392, 0.5633)  0.000
H (-1.1416, 3.2067, 0.2062)  0.000
H (-0.4530, 3.6121, 1.8519)  0.000
H (-2.3031, 0.5685, 1.6041)  0.000
H (-1.2455, -0.0411, 0.2433)  0.002
H (-2.1497, 1.4064, 0.0992)  0.000
H (1.0167, 2.1555, -0.7393)  0.003
H (1.8800, 0.8552, -2.4522)  0.036
H (2.1176, -0.5353, -1.3156)  0.011
H (-2.4711, 0.3258, -2.5099)  0.000
H (-1.6625, -0.9662, -2.2422)  -0.001
O (-2.5350, -0.6239, -2.4654)  0.000
H (1.2037, -2.0009, -0.1079)  0.000
H (0.9878, -3.5995, -0.1130)  0.000
O (1.2725, -2.8214, -0.5935)  0.002
H (-0.0984, -2.5686, -2.1619)  0.000
H (0.9404, -1.8869, -2.7515)  -0.001
O (0.2194, -2.4436, -3.0611)  0.030
H (-1.5945, -1.3951, -0.0666)  0.000
H (-2.6975, -2.3826, -0.6808)  0.000
O (-2.1504, -2.1723, 0.0667)  0.000
H (-0.0909, -3.2260, 1.4562)  0.000
H (-1.1062, -2.2103, 1.6674)  0.000
O (-0.5551, -2.8065, 2.1867)  0.000